[1]
{"formula": "C35H59CsI2N8O4PS2SeSi", "method": "the ωB97M-V functional and the def2-TZVPD basis", "symbols": ["Cs", "C", "N", "C", "C", "N", "C", "C", "C", "C", "C", "C", "N", "C", "N", "C", "C", "N", "C", "C", "N", "C", "C", "H", "H", "H", "H", "H", "H", "H", "H", "H", "H", "H", "H", "H", "H", "H", "H", "H", "H", "H", "H", "H", "H", "H", "H", "H", "H", "H", "H", "O", "C", "C", "C", "C", "N", "C", "C", "C", "C", "C", "C", "O", "C", "C", "N", "H", "H", "H", "H", "H", "H", "H", "H", "H", "H", "H", "H", "C", "C", "O", "P", "S", "S", "O", "C", "C", "H", "H", "H", "H", "H", "H", "H", "H", "H", "H", "I", "I", "C", "Si", "C", "C", "Se", "H", "H", "H", "H", "H", "H", "H", "H", "H"], "coordinates": [[-2.506182, -1.561576, -1.285614], [1.295242, -0.288053, 5.095624], [1.135545, 0.526843, 3.874053], [-0.087568, 0.314146, 3.177858], [2.174618, 1.226805, 3.386889], [2.224236, 1.370571, 2.098371], [2.888311, 2.306946, 1.356939], [2.465306, 3.663541, 1.349052], [3.028203, 4.585590, 0.501716], [3.943957, 4.206992, -0.474325], [4.370486, 2.858560, -0.492772], [3.824076, 1.839216, 0.336655], [4.150763, 0.557713, 0.358396], [5.021628, -0.200718, -0.294382], [4.717762, -1.512138, -0.610833], [5.698478, -2.587682, -0.788616], [3.304158, -1.914373, -0.669893], [6.303107, 0.156865, -0.593489], [7.014370, -0.284438, -1.762511], [7.025289, 1.180539, 0.113798], [3.189736, 1.550997, 4.228733], [4.550327, 1.622873, 3.741254], [2.942363, 2.209377, 5.503937], [0.760312, 0.094100, 5.984590], [2.340742, -0.334888, 5.224856], [0.822432, -1.213901, 4.871443], [-0.948058, 0.916233, 3.655729], [-0.287756, -0.779198, 3.195884], [0.185326, 0.689861, 2.154571], [1.571995, 3.890545, 1.999087], [2.830559, 5.639248, 0.647926], [4.340755, 4.961641, -1.128471], [5.000672, 2.591422, -1.337093], [5.300362, -3.586790, -0.524531], [6.544288, -2.386577, -0.150570], [6.044823, -2.743207, -1.888108], [2.663759, -0.935303, -0.696293], [3.015451, -2.532484, 0.225762], [3.130115, -2.479637, -1.578992], [6.386074, -0.631174, -2.584342], [7.725520, -1.081889, -1.432720], [7.603227, 0.567838, -2.104780], [6.529215, 1.434708, 1.028760], [7.166108, 2.081137, -0.500517], [8.019672, 0.749159, 0.413864], [4.607908, 1.182422, 2.771738], [5.174846, 1.093103, 4.476378], [5.014288, 2.618224, 3.661408], [1.893089, 2.023113, 5.837242], [3.064151, 3.297847, 5.424348], [3.693287, 1.974465, 6.250351], [-1.757697, 3.844802, -6.233134], [-2.005632, 4.405837, -4.968737], [-1.756671, 3.202643, -4.004747], [-2.297471, 3.066101, -2.711799], [-2.141740, 1.945083, -1.973370], [-1.354655, 0.891451, -2.354177], [-0.941360, 0.952629, -3.604698], [-1.019556, 2.110315, -4.418709], [-0.406216, -0.242638, -4.246554], [-0.429416, -0.440147, -5.670457], [-0.070721, -1.701769, -6.112675], [-0.263381, -2.080163, -7.596327], [-0.633948, -0.983125, -8.427139], [0.429426, -2.640768, -5.227445], [0.401237, -2.365064, -3.863044], [0.146089, -1.144174, -3.386699], [-1.885343, 4.479174, -6.929530], [-3.076590, 4.722481, -4.791495], [-1.407935, 5.302126, -4.736927], [-2.784807, 3.961875, -2.277032], [-2.559793, 1.827451, -0.980570], [-0.567363, 2.002992, -5.423340], [-0.670690, 0.353809, -6.379813], [-1.063028, -2.881165, -7.609220], [0.688974, -2.475630, -7.966250], [-0.613174, -1.292200, -9.331952], [0.971725, -3.602974, -5.516744], [0.531758, -3.108598, -3.133035], [-8.583344, -0.740179, 1.163922], [-7.873721, 0.581060, 0.975775], [-7.417848, 0.777191, -0.431190], [-5.970284, 0.202990, -0.888171], [-6.039645, -1.654133, -1.453403], [-4.559597, 0.657051, 0.468554], [-5.778495, 1.039925, -2.282136], [-6.015423, 2.454270, -2.391325], [-6.454749, 2.669758, -3.839074], [-8.698662, -0.961917, 2.273781], [-8.005512, -1.531196, 0.657843], [-9.581286, -0.653307, 0.630858], [-7.043130, 0.627818, 1.673409], [-8.399551, 1.524408, 1.257535], [-5.059818, 3.003802, -2.168419], [-6.730876, 2.741388, -1.573634], [-5.612648, 2.484666, -4.559352], [-6.797742, 3.696685, -4.102158], [-7.275866, 1.978996, -4.087526], [-0.721160, -4.268265, -0.426960], [3.728848, -4.225239, -5.814467], [-3.825868, -4.347161, 5.605108], [-2.101325, -4.659427, 6.339957], [-2.005045, -3.896623, 8.038797], [-1.592841, -6.387249, 6.598207], [-1.064817, -3.820043, 4.554194], [-4.527282, -4.847246, 6.292320], [-3.926685, -4.791896, 4.638515], [-4.119093, -3.276085, 5.591527], [-1.817177, -2.851192, 7.824638], [-1.238239, -4.347225, 8.715795], [-2.944093, -3.982454, 8.647224], [-1.993574, -6.808140, 7.532865], [-0.500539, -6.396136, 6.652253], [-1.782310, -7.033859, 5.711991]], "forces_ev_per_angstrom": [[-0.3107, -0.0749, -0.0119], [-1.0524, 1.4215, -0.9452], [-0.3842, -0.6645, 3.2450], [-0.4890, 0.9202, -0.9453], [0.1312, -0.0319, -3.3484], [-0.5066, -0.2987, 0.9653], [0.0964, 0.7189, -1.3248], [-0.7109, -1.6297, 1.1782], [0.5245, 0.8378, -0.4560], [-0.1108, -1.1602, 1.3624], [-0.7642, 0.3215, -0.8665], [0.3817, 3.4642, 0.7639], [0.8832, -3.7587, -0.7784], [-1.1543, 0.1646, 0.8581], [-0.6497, 0.2819, -0.0186], [0.0022, -0.3764, -1.6034], [-1.0616, 1.6199, 0.6814], [0.2298, 0.6997, -0.2528], [0.9366, -0.6443, 0.2318], [0.7407, -0.5164, 0.2433], [0.9018, 0.8936, 1.4656], [0.3687, 0.2377, 0.9190], [-0.8396, 0.5631, -0.3977], [0.3256, 0.2181, -0.2393], [1.0604, -0.5822, 0.7741], [0.0269, -1.1444, -0.0187], [1.0606, -0.9964, -0.7811], [-0.2686, 0.7677, -0.3254], [-1.0933, -0.5653, 0.6475], [1.2699, 0.0046, -0.5528], [-0.4233, 0.0934, -0.2345], [0.2669, -0.0292, -0.2994], [0.1689, -0.2912, 0.2110], [-0.2558, 0.7866, 0.1829], [0.4355, -0.0283, 0.0785], [-0.5324, 0.4842, 1.7463], [1.1263, -2.0749, 0.1466], [0.2144, 0.6413, -0.8419], [-0.0564, -0.1521, -0.1015], [-0.0585, -0.0280, 0.3044], [-0.2654, 0.4315, -0.7974], [0.0247, -0.0557, -0.2510], [-0.4609, 0.2555, 0.3747], [0.0479, -0.1266, 0.2126], [-0.5696, 0.5076, -0.3794], [0.1053, -0.6022, -0.5470], [0.0467, -0.1778, -0.2994], [-0.6293, 0.1957, 0.0275], [1.0573, 0.0287, -0.0583], [-0.2235, 0.1298, -0.3460], [-0.0336, -0.7854, 0.2637], [-0.0411, 0.1845, -0.2063], [-0.8623, -1.0266, 1.6638], [0.5868, -0.0619, -0.0066], [-0.6496, 2.5953, -0.6393], [1.7209, -1.3958, 0.8822], [-1.5799, 1.0320, -0.4551], [0.5315, 1.4325, -0.7850], [-0.2700, -0.4222, -0.7172], [2.1422, -1.3247, -0.6393], [-0.1887, 0.0264, 1.9064], [0.1607, 0.2527, -1.5530], [0.1146, -0.6903, 0.6502], [-0.2094, 0.2596, 0.5768], [0.5754, -1.6870, 0.2204], [0.1766, 1.6073, -1.1345], [-2.2094, 0.0166, -0.7152], [-0.1051, 0.4978, -0.2892], [0.7900, -0.3620, -0.4990], [0.2459, -0.4136, -0.1156], [-0.0932, -0.8239, -0.1986], [-0.1420, 0.2901, -0.0394], [-0.4771, 0.5750, 0.9105], [-0.4052, -0.5264, 0.2975], [0.8455, 0.6992, -0.1296], [-0.1407, -0.3493, 0.1591], [0.0323, -0.0765, -0.1316], [-1.2752, 1.2426, 0.0235], [0.8533, -0.9652, 0.8208], [-1.3238, 0.2552, -0.2170], [0.8604, 1.0345, -0.3669], [-0.5619, -0.0633, 1.6671], [0.9222, 0.2902, -0.0953], [-0.2554, -0.5311, -0.0858], [-0.6917, 0.2753, -0.2710], [-0.2102, 0.2448, 0.5018], [0.5659, 0.1837, 0.8014], [0.0533, 0.4452, -0.8074], [-0.0288, 0.2179, -1.4226], [-0.1749, 0.2689, 0.3929], [0.8954, -0.4771, 0.8486], [0.7034, -0.1848, -0.3861], [-0.3672, -0.8950, -0.5923], [-0.7473, -0.4960, -0.2493], [0.2676, -0.0301, -1.1303], [-0.6131, -0.1440, 0.8268], [0.1523, -0.4691, 0.6149], [0.3191, 0.1921, 0.1097], [0.3912, -0.5841, 0.2926], [0.1668, -0.0256, -0.1007], [-0.2587, 0.2319, 1.5413], [-1.0106, 0.3822, -0.2227], [-0.2279, -0.1661, 1.0225], [0.2791, -1.4968, -0.7015], [0.7143, 0.3761, -0.1897], [-0.0584, 0.0504, -0.2090], [-0.1168, -0.1444, -0.6869], [0.3568, -0.6197, -0.1330], [0.1806, 0.4184, 0.5721], [-0.1975, 0.5414, -0.8017], [0.4956, 0.1222, -0.8430], [0.0536, -0.0463, -0.3842], [0.0506, 0.0907, 0.2968], [-0.2403, 0.2723, 0.6900]], "gap_ev": [5.6, 3.7], "lumo_energy_ev": [3.298, 1.368], "fmax_ev_per_a": 3.939, "charge": -2, "molar_mass_da": 1244.78, "multiplicity": 2, "homo_energy_ev": [-2.31, -2.31]}

***

[2]
{"formula": "C35H59EuN5OS", "method": "the ωB97M-V functional and the def2-TZVPD basis", "symbols": ["Eu", "C", "C", "N", "C", "C", "N", "C", "C", "N", "H", "H", "H", "H", "H", "H", "H", "H", "H", "H", "H", "H", "H", "H", "H", "C", "C", "C", "C", "C", "C", "C", "C", "C", "C", "C", "C", "C", "C", "C", "C", "C", "H", "H", "H", "H", "H", "H", "H", "H", "H", "H", "H", "H", "H", "H", "H", "H", "H", "H", "H", "H", "H", "H", "H", "H", "H", "H", "H", "H", "H", "C", "C", "N", "C", "C", "C", "S", "N", "C", "O", "C", "C", "C", "C", "C", "C", "H", "H", "H", "H", "H", "H", "H", "H", "H", "H", "H", "H", "H", "H", "H"], "coordinates": [[0.302766, 0.006255, 0.612003], [1.381369, -1.048118, 3.746813], [0.411299, 0.005518, 4.302438], [-0.225389, 0.766181, 3.214366], [-1.676251, 0.911510, 3.397033], [-2.397120, -0.428449, 3.176560], [-1.871455, -1.103135, 1.983106], [-1.565386, -2.519878, 2.189075], [-0.315041, -2.689873, 3.063820], [0.769468, -1.787289, 2.628964], [2.276187, -0.545363, 3.370750], [1.681785, -1.722211, 4.563276], [-0.358374, -0.484636, 4.897300], [0.961680, 0.658006, 4.985643], [0.170721, 1.707086, 3.212473], [-1.927622, 1.286714, 4.398325], [-2.033455, 1.632737, 2.655774], [-2.252868, -1.075251, 4.042459], [-3.470631, -0.230154, 3.106829], [-2.555265, -1.036717, 1.231617], [-2.397351, -3.063852, 2.661825], [-1.377557, -2.968339, 1.207952], [-0.564681, -2.485200, 4.104497], [-0.003722, -3.735795, 3.014712], [1.503600, -2.370389, 2.222619], [1.694260, 2.001284, -0.455320], [2.070238, 0.852211, -1.208944], [2.783247, -0.020435, -0.291783], [2.833889, 0.662395, 0.967571], [2.196088, 1.921982, 0.862969], [2.409918, 3.141774, 1.743042], [1.131726, 3.984872, 1.847837], [3.508137, 3.992883, 1.079407], [2.895713, 2.761701, 3.144829], [3.653876, -1.271378, -0.499919], [2.962299, -2.313989, -1.389372], [3.953029, -1.987321, 0.831403], [5.032116, -0.887116, -1.064394], [1.869514, 0.860401, -2.736675], [3.176220, 0.613963, -3.502548], [1.344336, 2.228415, -3.209450], [0.809897, -0.157605, -3.173040], [1.248434, 2.896848, -0.862781], [3.493284, 0.388569, 1.776986], [0.872516, 4.411557, 0.883629], [1.279691, 4.806536, 2.545338], [0.279215, 3.391010, 2.184604], [3.187786, 4.333356, 0.099458], [4.415368, 3.407166, 0.954315], [3.740878, 4.864304, 1.686794], [2.204580, 2.085926, 3.643442], [2.999182, 3.654599, 3.757638], [3.870497, 2.283130, 3.097033], [1.946027, -2.501936, -1.020687], [3.510859, -3.255392, -1.369159], [2.910195, -1.992769, -2.423001], [3.039642, -2.338019, 1.310376], [4.501531, -1.356161, 1.524073], [4.575661, -2.858095, 0.634443], [4.957637, -0.368190, -2.009425], [5.637290, -1.781345, -1.206904], [5.542416, -0.232310, -0.362095], [3.976624, 1.217795, -3.083586], [3.051566, 0.899004, -4.545039], [3.464948, -0.431832, -3.488950], [2.047348, 3.024588, -2.983349], [0.377718, 2.460150, -2.766881], [1.207623, 2.197538, -4.288019], [0.993044, -1.142339, -2.754086], [0.793976, -0.250260, -4.258725], [-0.176416, 0.191626, -2.858648], [-5.725433, -0.971973, -1.245061], [-5.227509, 0.435006, -1.561893], [-4.268167, 0.987187, -0.616753], [-4.750316, 1.967539, 0.333226], [-5.704846, 1.343165, 1.347346], [-2.972124, 0.655204, -0.722641], [-1.774925, 1.662112, 0.002826], [-2.705668, -0.355880, -1.525627], [-1.691755, -1.187974, -1.603375], [-0.815133, -1.374831, -0.697210], [-1.684489, -2.008204, -2.836421], [-2.530247, -1.706315, -3.902758], [-2.471586, -2.445226, -5.068521], [-1.564462, -3.487614, -5.186697], [-0.720001, -3.794887, -4.131251], [-0.781984, -3.061921, -2.961686], [-6.459910, -1.257102, -1.996183], [-6.201110, -1.019651, -0.268008], [-4.903654, -1.681475, -1.280964], [-6.073762, 1.123693, -1.601472], [-4.744404, 0.415061, -2.543205], [-5.256251, 2.776295, -0.202762], [-3.885175, 2.392745, 0.842792], [-6.656684, 1.098341, 0.888443], [-5.881741, 2.036045, 2.165490], [-5.278946, 0.434987, 1.766058], [-3.223125, -0.887537, -3.799682], [-3.130096, -2.202012, -5.887936], [-1.515237, -4.055446, -6.102565], [-0.008408, -4.599506, -4.224702], [-0.133182, -3.298278, -2.131443]], "forces_ev_per_angstrom": [[-0.0072, -0.2230, 2.1943], [-0.1893, 0.1475, 0.0304], [0.2734, -0.2630, -0.3807], [-0.0075, 0.6870, 0.4793], [-0.1539, -0.1652, -0.0355], [0.4058, 0.3652, -0.1520], [-0.7281, -0.3668, -0.0359], [0.2010, 0.0175, 0.0805], [-0.2769, 0.1940, -0.3782], [0.5629, -0.6886, 0.2353], [-0.0979, -0.0922, -0.0209], [0.0242, 0.0773, -0.0173], [-0.0613, 0.0055, 0.0482], [-0.0219, 0.0006, 0.0215], [-0.0687, -0.3152, -0.0824], [-0.0332, 0.0325, 0.0263], [0.0850, -0.1093, 0.1370], [-0.0469, -0.0261, 0.0710], [0.0028, -0.0760, -0.0028], [0.2616, 0.0382, 0.0979], [0.0341, -0.0567, -0.0586], [-0.0581, 0.1243, 0.0849], [0.0312, 0.0011, 0.0791], [0.0284, -0.0193, 0.0664], [-0.2896, 0.2918, 0.1481], [0.7468, 0.0695, 0.1157], [0.7030, 0.4189, 0.2108], [0.5845, 0.6733, -0.0732], [0.5527, 0.7271, -0.6193], [0.5509, -0.1689, -0.4898], [-0.1400, -0.1536, 0.0331], [0.1928, -0.1590, 0.0388], [-0.1676, -0.0660, 0.1604], [-0.0834, 0.0731, -0.2433], [-0.2537, -0.1065, 0.0199], [0.0361, 0.0901, 0.1421], [-0.1131, 0.1278, -0.1691], [-0.2405, -0.0608, 0.0178], [-0.3357, -0.1786, 0.0262], [-0.1786, 0.0130, 0.1457], [0.0629, -0.2090, 0.1052], [0.1961, 0.1418, -0.0146], [-0.1531, -0.1654, 0.0128], [-0.1974, -0.1450, 0.1240], [-0.1163, 0.0120, -0.1527], [-0.0147, 0.1511, 0.1072], [-0.0456, 0.0389, -0.0047], [-0.0432, 0.0259, -0.1512], [0.1061, -0.0898, -0.0214], [0.0500, 0.2031, 0.1339], [-0.0707, -0.1224, 0.0957], [0.0067, 0.1180, 0.1028], [0.1024, -0.1425, 0.0174], [0.0710, -0.0043, -0.1235], [0.0807, -0.1084, -0.0054], [-0.1394, 0.0145, -0.1097], [0.0388, 0.0070, 0.0169], [-0.0054, 0.0719, 0.1168], [0.0386, -0.1197, -0.0451], [0.0108, 0.0525, -0.1284], [0.1248, -0.1176, -0.0307], [0.0790, 0.0901, 0.0867], [0.1472, 0.0500, 0.0262], [-0.0626, 0.0097, -0.1628], [0.1307, -0.0691, 0.0336], [0.0913, 0.1684, 0.0552], [-0.0569, 0.0575, 0.1048], [-0.0092, -0.0341, -0.1664], [-0.0594, 0.0140, 0.0275], [-0.0345, -0.0141, -0.1831], [0.0742, -0.0514, 0.0094], [-0.0003, 0.1884, -0.0426], [-0.1165, -0.3475, -0.1408], [-0.3072, -0.0680, -0.0120], [-0.0726, 0.1154, 0.2845], [0.1388, 0.1675, -0.1136], [1.0372, 0.6211, 0.3906], [-0.5594, 0.6169, -0.4145], [-0.7112, -0.3504, -0.6759], [0.1528, 0.1510, 1.0985], [-1.4340, -1.1716, -1.9404], [0.2748, -0.3859, -0.3925], [0.1022, -0.0844, 0.2001], [0.0339, -0.0282, -0.0212], [-0.0030, 0.0225, -0.0126], [-0.0508, -0.0182, -0.0799], [-0.1688, 0.0894, 0.1414], [-0.0864, -0.0962, -0.0386], [-0.0273, -0.0146, 0.0867], [0.0660, -0.0411, 0.0195], [0.0415, 0.0493, -0.0015], [-0.1271, 0.0951, 0.0871], [0.0502, 0.0183, -0.0269], [-0.1597, -0.0386, -0.1488], [-0.2117, -0.1063, -0.0002], [-0.1089, 0.1168, 0.0653], [0.0665, -0.1291, 0.0343], [-0.0559, 0.0784, -0.0052], [-0.0616, 0.0109, -0.1135], [0.0143, -0.0859, -0.1138], [0.0833, -0.1338, -0.0080], [0.0737, 0.0442, 0.0662]], "gap_ev": [6.0, 7.3], "lumo_energy_ev": [0.467, 0.468], "fmax_ev_per_a": 2.682, "molar_mass_da": 749.92, "multiplicity": 8, "homo_energy_ev": [-5.56, -6.86]}